Record 1
74
Properties=species:S:1:pos:R:3:mulliken_charge:R:1 method="wB97M-V/def2-TZVPD" charge=+2 gap_ev="7.8 / 5.7" multiplicity=5 de_lowest_kj_mol=13.1
Os -0.61 1.39 -0.46 1.55
C -4.74 2.50 -0.36 -1.49
C -3.27 2.66 -0.43 0.98
O -2.57 1.59 -0.43 -0.64
C -2.71 3.96 -0.50 -1.33
C -1.37 4.29 -0.58 1.53
C -0.97 5.73 -0.61 -1.34
N -0.40 3.35 -0.63 0.33
N 0.86 3.80 -0.71 -0.78
C 1.74 2.82 -0.71 0.39
O 1.31 1.57 -0.66 -0.30
C 3.16 3.08 -0.77 0.50
C 4.05 2.00 -0.76 -0.36
C 5.41 2.22 -0.81 -0.77
C 5.89 3.52 -0.86 -0.38
C 5.02 4.60 -0.88 -0.73
C 3.65 4.39 -0.83 -0.36
H -5.00 1.45 -0.27 0.28
H -5.21 2.92 -1.25 0.40
H -5.14 3.04 0.50 0.41
H -3.42 4.77 -0.49 0.43
H -1.84 6.37 -0.59 0.40
H -0.38 5.94 -1.50 0.35
H -0.32 5.95 0.24 0.35
H 3.64 0.99 -0.72 0.47
H 6.09 1.38 -0.81 0.43
H 6.96 3.70 -0.90 0.41
H 5.41 5.61 -0.92 0.42
H 2.96 5.22 -0.85 0.48
C -1.01 0.03 3.68 -1.03
S 0.33 0.82 2.77 0.74
C 0.94 1.88 4.09 -1.19
O -0.37 1.79 1.83 -0.88
H -0.58 -0.64 4.43 0.44
H -1.59 -0.54 2.97 0.17
H -1.62 0.80 4.15 0.47
H 1.38 1.25 4.87 0.43
H 0.12 2.48 4.48 0.37
H 1.71 2.53 3.67 0.38
O -0.58 -0.67 -0.32 0.89
P -0.54 -2.19 -0.44 0.22
C -2.14 -2.79 -1.01 0.21
C -2.36 -4.16 -1.17 -0.28
C -3.59 -4.60 -1.63 -0.73
C -4.59 -3.69 -1.93 -0.60
C -4.36 -2.33 -1.79 -0.62
C -3.14 -1.87 -1.32 -0.24
C -0.16 -2.89 1.17 0.54
C -1.11 -3.54 1.95 -0.48
C -0.77 -3.99 3.21 -0.70
C 0.51 -3.78 3.71 -0.57
C 1.46 -3.13 2.93 -0.76
C 1.13 -2.69 1.66 -0.60
C 0.74 -2.69 -1.60 0.84
C 1.09 -1.80 -2.61 -0.48
C 2.04 -2.18 -3.55 -0.82
C 2.63 -3.43 -3.47 -0.55
C 2.27 -4.31 -2.46 -0.75
C 1.32 -3.94 -1.52 -0.33
H -1.57 -4.87 -0.94 0.42
H -3.77 -5.66 -1.75 0.43
H -5.55 -4.04 -2.29 0.42
H -5.14 -1.62 -2.04 0.44
H -2.95 -0.82 -1.20 0.27
H -2.11 -3.71 1.55 0.43
H -1.51 -4.51 3.81 0.47
H 0.77 -4.14 4.69 0.43
H 2.47 -2.99 3.31 0.48
H 1.88 -2.21 1.03 0.47
H 0.63 -0.82 -2.66 0.27
H 2.32 -1.49 -4.34 0.46
H 3.37 -3.73 -4.21 0.42
H 2.73 -5.29 -2.40 0.45
H 1.05 -4.63 -0.73 0.39

Record 2
69
Properties=species:S:1:pos:R:3:mulliken_charge:R:1 method="wB97M-V/def2-TZVPD" charge=+1 gap_ev=5.1 de_lowest_kj_mol=233.6
C -2.24 1.17 -1.49 0.04
C -2.53 -0.25 -1.31 -0.39
N -2.87 -1.36 -1.01 -0.59
N -2.49 1.57 -2.85 0.42
C -3.06 2.79 -3.09 -0.04
C -3.00 3.39 -4.34 -0.65
C -2.43 2.69 -5.39 -0.24
C -1.98 1.39 -5.19 -0.74
C -2.05 0.82 -3.91 0.18
H -3.03 1.69 -0.89 0.47
H -3.55 3.28 -2.25 0.32
H -3.41 4.39 -4.47 0.45
H -2.38 3.15 -6.40 0.39
H -1.61 0.80 -5.99 0.45
H -1.82 -0.19 -3.72 0.47
C -0.30 -3.92 6.38 -1.15
N -0.57 -2.50 6.13 0.14
C -1.21 -1.80 7.25 -1.11
C -0.25 -1.91 4.94 1.61
C -0.45 -0.51 4.75 -0.85
C -0.24 0.04 3.50 -0.93
C 0.21 -0.72 2.40 -0.15
C 0.31 -0.12 1.05 0.73
C -0.51 0.99 0.68 -1.35
C -0.59 1.60 -0.60 0.49
C -0.71 3.10 -0.74 0.23
C -0.25 3.75 -1.89 -0.11
C -0.66 5.06 -2.16 -0.73
C -1.46 5.74 -1.23 -0.57
C -1.79 5.13 -0.01 -0.85
C -1.35 3.83 0.25 -0.35
C 1.24 -0.73 0.10 -0.12
C 0.81 -1.03 -1.20 -0.01
C 1.59 -1.75 -2.08 -1.15
C 2.92 -2.10 -1.71 1.17
N 3.73 -2.74 -2.60 0.08
C 5.18 -2.83 -2.46 -1.19
C 3.23 -3.47 -3.77 -1.15
C 3.40 -1.73 -0.43 -0.82
C 2.55 -1.12 0.48 -0.53
C 0.49 -2.10 2.65 -0.80
C 0.25 -2.68 3.87 -0.84
H 0.64 -4.19 5.86 0.36
H -0.18 -4.11 7.44 0.43
H -1.09 -4.58 5.99 0.30
H -1.89 -1.02 6.85 0.36
H -1.78 -2.49 7.86 0.42
H -0.47 -1.29 7.89 0.30
H -0.77 0.13 5.56 0.38
H -0.41 1.10 3.33 0.55
H -1.13 1.42 1.48 0.32
H 0.06 1.17 -1.38 0.79
H 0.40 3.24 -2.61 0.45
H -0.39 5.53 -3.09 0.48
H -1.80 6.73 -1.45 0.44
H -2.38 5.64 0.71 0.49
H -1.57 3.38 1.22 0.34
H -0.19 -0.69 -1.50 0.05
H 1.20 -1.98 -3.06 0.40
H 5.58 -1.95 -1.92 0.39
H 5.49 -3.73 -1.92 0.33
H 5.64 -2.86 -3.45 0.44
H 2.19 -3.79 -3.59 0.37
H 3.25 -2.84 -4.67 0.30
H 3.85 -4.35 -3.95 0.43
H 4.43 -1.92 -0.16 0.37
H 2.91 -0.89 1.47 0.58
H 0.86 -2.73 1.84 0.44
H 0.44 -3.73 4.00 0.29

Record 3
82
Properties=species:S:1:pos:R:3:mulliken_charge:R:1 method="wB97M-V/def2-TZVPD" charge=+2 gap_ev="6.6 / 6.2" multiplicity=4 de_lowest_kj_mol=34.5
Re 0.38 0.13 0.00 2.31
C -2.23 0.77 -1.83 -1.12
O -1.50 -0.20 -1.03 -0.62
C -2.27 -1.20 -0.39 0.46
C -3.63 -1.33 -0.53 -0.46
C -4.24 -2.39 0.14 -0.91
C -3.50 -3.28 0.90 -0.84
C -2.13 -3.13 1.03 -0.47
C -1.52 -2.06 0.39 0.60
N -0.13 -1.77 0.43 0.57
N 0.64 -2.78 0.64 -0.54
C 1.92 -2.76 0.23 0.61
C 2.33 -1.89 -0.83 0.68
O 1.62 -0.88 -1.21 -0.84
C 3.51 -2.20 -1.56 -1.09
C 4.30 -3.23 -1.17 -0.78
C 3.97 -4.07 -0.06 0.67
C 4.82 -5.13 0.31 -0.88
C 4.47 -5.97 1.34 -0.64
C 3.26 -5.77 2.02 -0.83
C 2.42 -4.73 1.68 -0.43
C 2.77 -3.86 0.63 0.56
H -2.89 1.35 -1.17 0.38
H -2.79 0.24 -2.58 0.53
H -1.49 1.40 -2.30 0.27
H -4.22 -0.65 -1.11 0.51
H -5.32 -2.51 0.06 0.45
H -4.00 -4.10 1.40 0.45
H -1.54 -3.82 1.61 0.58
H 3.76 -1.56 -2.40 0.56
H 5.22 -3.43 -1.70 0.43
H 5.74 -5.29 -0.23 0.44
H 5.12 -6.79 1.63 0.42
H 2.98 -6.44 2.82 0.44
H 1.49 -4.58 2.20 0.50
N -1.51 4.37 7.03 -0.49
C -1.67 3.64 5.90 1.02
C -2.40 4.14 4.81 -0.91
C -2.56 3.39 3.67 -0.68
C -1.97 2.13 3.57 -0.26
C -1.25 1.61 4.65 -0.32
C -1.10 2.35 5.80 -0.82
S -2.22 1.16 2.15 1.46
O -2.20 -0.23 2.51 -0.63
O -3.31 1.72 1.40 -0.77
N -0.85 1.36 1.21 -0.34
C -0.69 2.47 0.44 0.86
S -1.36 4.04 0.40 -0.04
C -0.36 4.42 -0.96 -0.21
C 0.41 3.36 -1.31 -1.37
N 0.22 2.26 -0.51 -0.18
H -2.01 5.24 7.15 0.20
H -1.11 3.97 7.85 0.20
H -2.87 5.11 4.89 0.38
H -3.17 3.76 2.86 0.65
H -0.84 0.61 4.58 0.32
H -0.56 1.94 6.64 0.36
H -0.40 5.39 -1.43 0.55
H 1.11 3.32 -2.13 0.49
C 3.65 3.85 0.63 -0.88
N 2.76 3.37 1.68 0.25
C 2.28 4.16 2.71 -0.96
C 1.49 3.38 3.48 -0.24
N 1.50 2.13 2.91 0.71
C 2.27 2.13 1.82 0.43
S 2.56 0.80 0.74 -0.59
H 4.61 4.13 1.06 0.36
H 3.20 4.71 0.14 0.36
H 3.79 3.05 -0.10 0.30
H 2.56 5.19 2.81 0.51
H 0.92 3.59 4.36 0.47
H 1.02 1.26 3.20 -0.09
C -0.40 -2.45 4.44 -0.68
S 1.15 -1.79 3.80 0.81
C 1.95 -1.36 5.35 -1.16
O 0.77 -0.47 3.16 -1.04
H -0.46 -3.51 4.20 0.41
H -1.18 -1.90 3.91 0.05
H -0.49 -2.30 5.52 0.41
H 2.14 -2.28 5.90 0.44
H 1.30 -0.70 5.92 0.31
H 2.89 -0.88 5.11 0.38

Record 4
83
Properties=species:S:1:pos:R:3:mulliken_charge:R:1 method="wB97M-V/def2-TZVPD" charge=+1 gap_ev=7.6 de_lowest_kj_mol=15.7
Sn -0.26 -0.78 -0.04 0.10
C -0.52 3.47 1.49 -1.87
C -0.58 2.18 0.74 0.64
N 0.01 1.11 1.12 0.59
O 0.67 1.10 2.30 -0.59
B 2.16 0.85 2.13 0.82
F 2.66 1.83 1.27 -0.42
F 2.67 0.82 3.40 -0.32
O 2.41 -0.51 1.53 -0.52
N 1.96 -0.63 0.26 0.57
C 2.75 -0.42 -0.72 0.68
C 4.19 -0.10 -0.57 -1.97
C 2.10 -0.49 -2.07 0.38
N 0.83 -0.45 -2.03 0.67
O 0.16 -0.48 -3.19 -0.72
B -0.79 0.69 -3.34 0.83
F -1.43 0.54 -4.53 -0.32
F -0.05 1.87 -3.17 -0.39
O -1.84 0.62 -2.25 -0.58
N -1.33 0.87 -1.02 1.32
C -1.29 2.05 -0.57 0.33
C -1.86 3.24 -1.26 -2.12
C 2.90 -0.52 -3.32 -1.90
H 0.27 3.43 2.23 0.38
H -1.47 3.65 2.00 0.33
H -0.34 4.29 0.80 0.50
H 4.43 0.13 0.46 0.36
H 4.46 0.74 -1.21 0.41
H 4.79 -0.97 -0.88 0.42
H -2.48 2.91 -2.09 0.39
H -1.06 3.85 -1.66 0.35
H -2.45 3.84 -0.56 0.56
H 3.75 -1.20 -3.23 0.46
H 3.29 0.48 -3.54 0.34
H 2.27 -0.82 -4.15 0.46
C 3.59 -4.04 3.87 -0.66
C 2.78 -3.38 4.77 -0.74
C 1.62 -2.73 4.34 -0.44
C 1.28 -2.77 3.00 0.76
C 2.10 -3.44 2.08 -0.67
C 3.25 -4.08 2.52 -0.79
P -0.22 -2.00 2.33 2.07
C -1.20 -1.34 3.71 0.72
C -2.50 -1.78 3.96 -0.88
C -3.22 -1.24 5.01 -0.69
C -2.67 -0.24 5.80 -0.71
C -1.38 0.21 5.55 -1.06
C -0.64 -0.34 4.51 -0.37
C -1.13 -3.44 1.69 -0.59
C -1.34 -4.51 2.54 0.10
C -2.05 -5.65 2.11 -1.13
C -2.53 -5.71 0.84 -0.87
C -2.31 -4.65 -0.07 1.32
C -2.81 -4.73 -1.40 -0.85
C -2.58 -3.73 -2.30 -1.27
C -1.82 -2.60 -1.92 -0.73
C -1.34 -2.49 -0.64 0.76
C -1.58 -3.50 0.34 -0.38
H 4.49 -4.54 4.21 0.41
H 3.04 -3.36 5.82 0.46
H 1.00 -2.22 5.06 0.46
H 1.82 -3.48 1.04 0.33
H 3.88 -4.60 1.81 0.47
H -2.95 -2.55 3.34 0.38
H -4.22 -1.61 5.22 0.50
H -3.23 0.18 6.62 0.42
H -0.94 0.99 6.16 0.50
H 0.36 0.02 4.32 0.44
H -0.96 -4.47 3.55 0.57
H -2.20 -6.47 2.80 0.44
H -3.09 -6.58 0.50 0.45
H -3.37 -5.61 -1.69 0.44
H -2.97 -3.80 -3.31 0.44
H -1.62 -1.83 -2.65 0.57
C -4.48 0.48 2.06 -1.27
S -3.48 -0.42 0.87 0.89
C -4.65 -1.70 0.39 -1.04
H -5.31 0.98 1.56 0.46
H -3.85 1.23 2.54 0.32
H -4.86 -0.19 2.83 0.33
H -5.55 -1.25 -0.03 0.50
H -4.91 -2.32 1.26 0.31
H -4.17 -2.33 -0.36 0.14

Record 5
75
Properties=species:S:1:pos:R:3:mulliken_charge:R:1 method="wB97M-V/def2-TZVPD" charge=+1 gap_ev=7.2
Pd -0.02 0.16 0.05 -0.16
C -0.03 4.32 -3.10 -1.39
C -0.01 3.72 -1.73 0.56
C -0.02 4.33 -0.49 -1.37
C 0.00 3.31 0.47 0.43
N 0.02 2.15 -0.17 0.91
N 0.02 2.41 -1.51 0.05
B 0.01 1.22 -2.49 0.25
N -1.35 0.40 -2.29 0.58
N -1.81 0.08 -1.00 -0.06
C -2.94 -0.59 -1.13 0.17
C -3.26 -0.68 -2.49 -1.35
C -2.23 -0.06 -3.19 0.65
C -2.07 0.10 -4.67 -1.30
C -3.66 -1.11 0.06 0.77
C -4.74 -1.97 -0.11 -0.67
C -5.41 -2.50 0.99 -0.74
C -5.01 -2.16 2.27 -0.42
C -3.94 -1.30 2.46 -0.83
C -3.27 -0.77 1.36 -0.43
N 1.33 0.33 -2.28 0.44
N 1.77 0.00 -1.00 0.07
C 2.91 -0.67 -1.13 0.17
C 3.23 -0.76 -2.49 -1.30
C 2.21 -0.13 -3.18 0.58
C 2.05 0.03 -4.66 -1.30
C 3.63 -1.21 0.06 0.58
C 3.22 -0.93 1.36 -0.05
C 3.89 -1.46 2.45 -0.84
C 4.99 -2.28 2.25 -0.41
C 5.41 -2.57 0.95 -0.78
C 4.74 -2.03 -0.13 -0.73
C 0.00 3.42 1.96 0.84
C 0.02 2.31 2.79 0.06
C 0.03 2.45 4.17 -1.09
C 0.01 3.72 4.74 -0.43
C -0.01 4.83 3.92 -0.77
C -0.01 4.69 2.54 -0.84
H -0.03 5.40 -3.02 0.39
H -0.91 4.01 -3.66 0.28
H 0.85 4.02 -3.67 0.29
H -0.04 5.40 -0.30 0.51
H 0.02 1.64 -3.62 -0.16
H -4.13 -1.15 -2.93 0.47
H -2.99 -0.21 -5.17 0.40
H -1.26 -0.52 -5.05 0.16
H -1.86 1.13 -4.95 0.26
H -5.06 -2.25 -1.11 0.32
H -6.24 -3.17 0.84 0.40
H -5.53 -2.57 3.13 0.41
H -3.63 -1.01 3.46 0.43
H -2.47 -0.07 1.51 1.00
H 4.10 -1.23 -2.93 0.49
H 2.96 -0.29 -5.16 0.40
H 1.84 1.06 -4.95 0.27
H 1.23 -0.59 -5.04 0.16
H 2.38 -0.27 1.53 0.75
H 3.56 -1.22 3.45 0.44
H 5.53 -2.69 3.09 0.41
H 6.27 -3.20 0.79 0.41
H 5.07 -2.26 -1.14 0.33
H 0.04 1.32 2.36 0.37
H 0.04 1.57 4.80 0.45
H 0.01 3.83 5.81 0.40
H -0.02 5.83 4.35 0.41
H -0.02 5.57 1.91 0.33
C -0.23 -4.22 -0.28 -1.35
C 0.59 -2.98 -0.08 0.13
O -0.26 -1.92 0.46 -0.08
H 0.37 -4.98 -0.78 0.41
H -1.11 -4.01 -0.89 0.31
H -0.56 -4.64 0.68 0.39
H 0.98 -2.59 -1.02 0.14
H 1.44 -3.13 0.59 0.25
H -0.67 -2.18 1.29 0.16

Record 6
74
Properties=species:S:1:pos:R:3:mulliken_charge:R:1 method="wB97M-V/def2-TZVPD" charge=+2 gap_ev="6.5 / 5.4" de_lowest_kj_mol=103.3
Pb -1.36 0.03 1.54 1.31
O -2.60 -7.57 -1.65 -0.45
C -2.49 -6.26 -1.92 0.57
O -2.62 -5.84 -3.03 -0.51
C -2.16 -5.33 -0.77 0.40
C -2.59 -4.01 -0.89 -1.17
C -2.24 -3.08 0.07 -0.36
C -1.43 -3.44 1.15 1.09
C -1.02 -4.76 1.27 -0.61
C -1.39 -5.70 0.31 -1.12
N -1.02 -2.40 2.05 0.30
C -0.56 -2.63 3.21 -0.34
C -0.09 -1.53 4.08 0.50
C 0.51 -1.81 5.29 -0.85
C 0.93 -0.76 6.09 -0.32
C 0.72 0.54 5.67 -0.91
C 0.10 0.74 4.44 0.03
N -0.28 -0.27 3.66 -0.01
H -2.59 -7.76 -0.71 0.32
H -3.20 -3.74 -1.74 0.49
H -2.62 -2.07 -0.01 0.43
H -0.37 -5.07 2.08 0.32
H -1.02 -6.72 0.41 0.36
H -0.51 -3.64 3.62 0.41
H 0.64 -2.85 5.60 0.47
H 1.41 -0.95 7.05 0.46
H 1.00 1.39 6.27 0.44
H -0.10 1.75 4.08 0.43
C -0.94 2.42 1.17 -1.30
Si 0.02 2.65 -0.40 -0.08
C 1.37 1.23 -0.66 -0.90
N 1.03 -0.15 -0.71 0.57
C 2.00 -1.10 -0.10 -0.61
C 3.15 -1.32 -1.09 -0.66
C 2.61 -1.85 -2.42 -0.73
C 1.53 -0.92 -2.99 -0.57
C 0.42 -0.68 -1.96 -0.40
C 1.04 4.14 -0.21 0.74
C 0.78 5.27 -1.00 -0.18
C 1.50 6.44 -0.81 -0.75
C 2.49 6.50 0.17 -0.49
C 2.76 5.39 0.96 -0.75
C 2.04 4.21 0.78 -0.35
C -1.08 2.57 -1.86 0.62
C -0.53 2.76 -3.13 0.17
C -1.34 2.67 -4.26 -0.89
C -2.70 2.40 -4.12 -0.55
C -3.26 2.23 -2.86 -0.87
C -2.45 2.31 -1.73 -0.28
H -2.01 2.66 1.16 0.56
H -0.47 2.74 2.11 0.55
H 2.14 1.39 0.10 0.77
H 1.75 1.55 -1.64 0.05
H 1.49 -2.04 0.08 0.24
H 2.35 -0.69 0.84 0.42
H 3.85 -2.02 -0.64 0.42
H 3.68 -0.37 -1.25 0.31
H 2.18 -2.85 -2.27 0.30
H 3.42 -1.96 -3.14 0.39
H 1.06 -1.35 -3.87 0.46
H 1.97 0.03 -3.28 0.25
H -0.06 -1.62 -1.72 0.38
H -0.32 0.02 -2.32 0.13
H 0.00 5.24 -1.76 0.35
H 1.30 7.31 -1.43 0.43
H 3.05 7.41 0.31 0.40
H 3.54 5.43 1.71 0.42
H 2.27 3.35 1.41 0.17
H 0.53 2.98 -3.25 0.49
H -0.91 2.83 -5.24 0.45
H -3.33 2.35 -5.00 0.42
H -4.32 2.03 -2.76 0.46
H -2.91 2.19 -0.75 0.27
Br -3.70 -0.03 2.60 -0.52